C45H35BaN9S2 | wB97M-V/def2-TZVPD

```
! wB97M-V def2-TZVPD RIJCOSX def2/J DEFGRID3
* xyz -2 1
Ba -1.08550 -0.32802 -0.36653
C -2.15813 4.34228 2.58938
C -0.91460 4.43327 3.34898
C 0.19522 3.80005 2.96311
C 0.21265 2.89672 1.75782
N -1.07179 2.93582 0.97307
C -2.18026 3.63517 1.45381
N 0.79782 1.64155 2.09703
C 0.27605 0.57300 2.56877
N 1.03872 -0.58400 2.57448
C 0.24754 -1.62667 2.83492
N 0.64758 -2.87645 2.82071
C -0.27461 -3.79130 2.37641
C -0.32254 -5.09152 2.91296
C -1.26093 -5.97648 2.42794
C -2.12859 -5.57257 1.41624
C -1.98689 -4.28833 0.91401
N -1.07730 -3.42406 1.36007
C -1.13999 -1.14702 3.17672
C -2.26844 -1.79713 3.64298
C -3.38950 -1.03363 3.93744
C -3.36846 0.34810 3.79051
C -2.22474 0.99848 3.34495
C -1.11457 0.23339 3.03339
H -3.05183 4.83875 2.94155
H -0.90217 5.03558 4.25115
H 1.11362 3.86962 3.53291
H -3.05430 3.58135 0.81357
H 0.36398 -5.35463 3.70702
H -1.32349 -6.97894 2.83872
H -2.87937 -6.23548 1.00814
H -2.61183 -3.92604 0.10527
H -2.29388 -2.87359 3.74481
H -4.30016 -1.52352 4.25797
H -4.26003 0.92439 4.00518
H -2.21618 2.07116 3.25338
N 2.25028 -2.30031 0.25252
C 2.85047 -2.48154 -0.93856
C 3.46556 -3.66582 -1.31616
C 4.12849 -3.77593 -2.54801
C 4.20870 -2.72654 -3.42320
C 3.56222 -1.51055 -3.09163
C 3.56890 -0.37563 -3.93763
C 2.89921 0.75100 -3.56812
C 2.18065 0.75089 -2.35231
N 2.14733 -0.27887 -1.54271
C 2.85491 -1.39132 -1.87847
H 2.09983 -3.03948 0.92112
H 1.96596 -1.38574 0.57105
H 3.44049 -4.50880 -0.63615
H 4.59727 -4.72087 -2.79986
H 4.73654 -2.81184 -4.36533
H 4.10880 -0.42435 -4.87755
H 2.88119 1.63649 -4.18920
H 1.61183 1.62430 -2.05759
C 1.98733 4.30521 0.53557
N 0.90329 3.36340 0.54063
C -0.36458 3.66714 -0.13487
C -0.57464 3.19423 -1.51785
C -0.59245 3.96517 -2.67417
C -0.78022 3.05590 -3.73988
C -0.87351 1.80160 -3.15115
N -0.74401 1.87514 -1.80000
C 3.29351 3.72863 0.02112
C 4.25754 4.56006 -0.54045
C 5.46232 4.04243 -0.99488
C 5.71372 2.68008 -0.89164
C 4.75589 1.84751 -0.32923
C 3.55253 2.36762 0.12816
H 2.16412 4.69177 1.54790
H 1.71471 5.17478 -0.07623
H -0.59426 4.74538 -0.08565
H -0.49026 5.04078 -2.72921
H -0.86210 3.28242 -4.79309
H -1.04616 0.84797 -3.63597
H 4.05395 5.62214 -0.64013
H 6.19864 4.69963 -1.44347
H 6.64633 2.26850 -1.25897
H 4.93351 0.78064 -0.25827
H 2.79469 1.72524 0.56186
S -3.93723 -1.04899 0.30618
C -4.55197 -2.07722 -0.99467
C -5.93168 -2.34038 -0.99497
C -6.54814 -3.14168 -1.94056
C -5.77616 -3.72025 -2.94181
C -4.41338 -3.47743 -2.96305
C -3.76525 -2.66728 -2.01720
S -2.01366 -2.48865 -2.18606
H -6.52019 -1.88181 -0.20860
H -7.61920 -3.31052 -1.89450
H -6.22745 -4.35343 -3.69878
H -3.79738 -3.92019 -3.73717
*
```

## Properties
HOMO energy in eV: -1.254
Electronic energy in eV: -83012.3928
Kohn-Sham gap in eV: 5.4